[1]
Entry from the OMol25 dataset: a molecular structure, C18H9F7NRhS (ωB97M-V/def2-TZVPD).

Properties
HOMO-LUMO gap (spin up / spin down): 0.248 / 0.248 Ha
Electronic energy: -1953.8048 Ha
HOMO energy (spin up / spin down): -7.74 / -7.74 eV
ΔE to the lowest compared entry with this formula, charge and spin: 0.894 eV

Last column: Löwdin charge in e.
Geometry (Å):
C (-3.787694, 1.710397, -1.594024)  -0.1421
N (1.931673, -0.078169, 0.557046)  -0.0371
C (4.379111, -0.528235, 1.736518)  -0.0435
C (-0.734943, -4.134381, -0.083932)  -0.0852
S (-0.622761, 1.859384, 0.936216)  0.7334
C (1.424978, -3.717429, 0.886035)  -0.0360
F (-5.642166, 3.135042, -1.884327)  0.1304
C (0.131688, -1.876001, -0.068977)  -0.1653
Rh (0.173882, 0.178397, -0.412484)  0.8100
C (1.286160, -2.370800, 0.565114)  -0.2083
F (0.624052, 0.979160, -2.901960)  -0.0453
C (2.749431, 0.942084, 0.834392)  -0.1124
F (-4.717364, 4.768432, 0.080481)  0.1303
C (-2.096800, 2.248542, 0.084554)  -0.5074
H (5.343677, -0.709656, 2.191009)  0.1145
H (-1.768640, -2.450333, -0.900762)  0.0909
C (-2.613976, 1.443315, -0.920318)  -0.1995
H (0.499765, -5.645838, 0.803018)  0.1031
C (-0.867819, -2.787662, -0.398941)  -0.1050
C (0.405630, -4.596139, 0.557043)  -0.0828
F (-2.423075, 4.206656, 1.356933)  0.0943
F (-0.015364, 2.802729, -1.913276)  -0.0224
C (-2.846552, 3.379144, 0.400378)  -0.2354
C (3.981370, 0.761735, 1.428082)  -0.0441
F (-1.921156, 0.317717, -1.291865)  -0.0016
H (2.308626, -4.090186, 1.388420)  0.1019
C (-4.031210, 3.676012, -0.248504)  -0.1376
H (-1.523253, -4.831952, -0.337731)  0.1027
H (2.375908, 1.924106, 0.580442)  0.0994
H (1.765353, 1.980325, -1.610653)  0.0975
C (2.291369, -1.348500, 0.881349)  -0.1875
C (-4.507957, 2.843804, -1.251733)  -0.1356
H (3.817314, -2.596702, 1.703676)  0.1102
H (4.606677, 1.616353, 1.639041)  0.1114
C (3.529414, -1.583610, 1.465541)  0.0051
F (-4.221474, 0.898765, -2.555784)  0.1326
C (0.716127, 1.673493, -1.700019)  -0.4336

Atoms 1-6, force components in eV/Å:
C 0.017 0.071 0.074
N 0.029 -0.109 -0.159
C 0.005 -0.063 0.015
C -0.056 -0.027 -0.008
S 0.285 0.067 -0.041
C -0.009 0.071 -0.028

[2]
Entry from the OMol25 dataset: a single C19H12Br4O7 molecule (ωB97M-V/def2-TZVPD).

Properties
SMILES: COC(=O)/C(C(=O)c1cc(Br)c(O)c(Br)c1)=C(\C(=O)OC)c1cc(Br)c(O)c(Br)c1
HOMO-LUMO gap: 0.317 Ha
Electronic energy: -11553.9536 Ha
HOMO energy: -9.20 eV
ΔE to the lowest compared entry with this formula, charge and spin: 0.000 eV

Last column: Löwdin charge in e.
Geometry (Å):
C (1.720668, -0.139545, -2.495109)  -0.5709
O (5.038887, 2.076211, 2.958727)  0.0029
C (-1.994377, -2.734512, 2.934758)  -0.0464
H (-1.159995, -3.104863, 3.515889)  0.0903
O (-3.197341, 0.800178, 1.142895)  0.1279
O (-0.698279, -0.641449, 3.965236)  0.1331
H (0.496613, 2.920590, 2.698523)  0.1184
O (-1.570526, -1.656075, 2.103801)  -0.0336
H (3.485813, -0.590429, -4.007667)  0.0258
C (0.738057, 1.542125, -1.049173)  -0.1291
H (-4.194822, -0.941806, -0.780504)  0.0945
C (-0.241290, 1.948413, -0.040848)  -0.3296
C (1.729407, 2.458968, -1.474362)  -0.0038
C (-0.288340, 0.415990, 1.922411)  0.0191
H (5.064642, 3.022868, 3.123054)  0.0491
C (3.457712, 0.385669, 2.511549)  -0.5669
C (-3.780481, -0.104850, -1.336844)  -0.0250
O (-2.415275, 0.190467, -0.950989)  -0.0316
C (1.318328, 2.224601, 2.628088)  -0.0444
C (-2.270842, 0.634157, 0.342123)  -0.4002
H (1.811294, 3.452243, -1.102733)  0.1058
C (2.111780, -0.005293, 2.241830)  -0.0306
C (1.051954, 0.894905, 2.331576)  -0.1886
Br (4.858264, -0.914281, 2.469215)  0.7810
C (3.719301, 1.725342, 2.753320)  -0.3797
C (2.640078, 0.780000, -2.981893)  -0.3801
C (-0.918544, 0.972411, 0.795716)  -0.0009
H (-2.853404, -2.426192, 3.587122)  0.1173
C (2.668216, 2.649000, 2.761905)  -0.5350
Br (2.940894, 4.525408, 3.125834)  0.7773
C (2.664657, 2.080709, -2.474457)  -0.5808
H (-3.839082, -0.266617, -2.417537)  0.0976
H (-4.398942, 0.760450, -1.077849)  0.0956
H (-2.340851, -3.569193, 2.320263)  0.0920
O (3.549148, 0.372999, -3.932430)  -0.0026
C (-0.906914, -0.658304, 2.761420)  -0.4032
O (-0.374196, 3.137941, 0.210971)  0.1307
C (0.758523, 0.238362, -1.556373)  -0.0432
H (0.078194, -0.520050, -1.169607)  0.1138
H (1.966727, -1.042644, 1.974497)  0.1157
Br (1.764712, -1.938995, -3.095733)  0.8374
Br (4.035062, 3.270527, -3.011180)  0.8011

Atoms 1-6, force components in eV/Å:
C -1.108 0.381 0.852
O -1.267 -0.282 -0.195
C -1.072 -0.226 0.667
H 0.076 0.137 0.371
O 1.386 -0.599 -2.104
O -0.592 -0.366 -1.592

[3]
Entry from the OMol25 dataset: a single C19H12BrN3OS molecule (ωB97M-V/def2-TZVPD).

Properties
SMILES: COc1ccc2c(c1)SC1=NC(c3ccc(Br)cc3)=C/C(=C\C#N)N12
HOMO-LUMO gap: 0.272 Ha
Electronic energy: -3942.8420 Ha
HOMO energy: -8.01 eV
ΔE to the lowest compared entry with this formula, charge and spin: 1.862 eV

Last column: Löwdin charge in e.
Geometry (Å):
C (-0.344512, -1.526713, -1.604828)  -0.1881
C (1.614374, 2.284086, 3.746567)  -0.3339
S (2.433793, -0.637632, 1.046684)  1.1001
C (-1.787632, -4.821198, -3.702539)  -0.7569
C (-2.152847, -2.935854, -2.362372)  -0.0404
H (-1.772396, -0.131925, -2.453143)  0.1026
H (1.103433, -3.233953, -3.044085)  0.1277
H (-0.677725, 2.849590, -0.598680)  0.1084
H (3.136247, 4.491387, 5.466956)  0.1171
H (-2.928933, -2.300871, -1.773293)  0.1626
C (-0.982490, -0.298511, -1.771721)  0.0730
H (-0.273095, 3.543865, 3.678448)  0.1525
O (2.164755, 2.801675, 4.885876)  -0.0866
Br (-2.378870, -6.432750, -4.389093)  0.7968
N (-3.294604, 2.713462, -2.414416)  0.1245
C (-1.288392, 2.005935, -0.930213)  -0.0870
C (-0.553220, 0.838660, -0.889977)  -0.1664
C (-2.663881, -4.009062, -3.122670)  -0.1292
C (1.747645, 0.755104, 1.910827)  -0.4552
C (2.225394, 1.131953, 3.162099)  0.0182
N (0.532080, 0.724563, -0.022482)  0.0481
C (1.183659, -0.485162, -0.182187)  -0.5482
H (-0.935661, 2.596060, 1.577931)  0.0784
C (-0.051398, 2.216502, 1.983751)  0.0344
N (0.851558, -1.540271, -0.866196)  0.1139
C (-0.854885, -2.678734, -2.362621)  -0.2206
H (3.434477, 4.098358, 3.783402)  0.0948
H (-3.745538, -4.175676, -3.206091)  0.1160
C (0.459846, 2.786318, 3.238956)  0.0198
C (-2.397378, 2.382676, -1.756279)  -0.2513
H (0.236886, -5.439166, -4.085919)  0.0835
C (2.669338, 4.065935, 4.531918)  -0.0842
H (1.861885, 4.669580, 4.342113)  0.0530
C (0.661719, 1.262480, 1.286430)  -0.2301
H (3.150771, 0.688804, 3.653944)  0.1514
C (-0.415435, -4.713160, -3.704365)  -0.1124
C (0.031032, -3.546356, -3.052733)  0.0137

Atoms 1-6, force components in eV/Å:
C 0.023 3.427 -0.685
C 0.726 -2.056 0.506
S 0.027 0.419 -0.171
C 0.960 -2.354 -0.982
C -5.075 0.257 0.334
H -0.761 0.158 -0.384

[4]
Entry from the OMol25 dataset: a molecular structure, C19H13AsFN3O10STi (ωB97M-V/def2-TZVPD).

Properties
Total charge: -2
HOMO-LUMO gap: 0.239 Ha
Electronic energy: -5232.0499 Ha
HOMO energy: -2.24 eV
ΔE to the lowest compared entry with this formula, charge and spin: 0.003 eV

Last column: Löwdin charge in e.
Geometry (Å):
H (5.922344, -0.595974, -0.329080)  0.0600
C (3.903219, 2.058905, -0.717047)  -0.2499
H (6.969282, 3.517121, -0.853797)  0.0883
C (4.249674, 0.719617, -0.523250)  -0.2909
C (-0.196569, 1.014786, 1.776172)  -0.0316
H (4.565285, 4.072872, -0.999265)  0.1055
C (-3.811026, -0.804432, 0.309434)  -0.0081
H (-4.327905, -1.399363, 1.048903)  0.1142
N (-2.011256, 0.378644, 3.238823)  0.0585
O (1.306518, 1.588801, -0.989074)  -0.4229
H (2.049392, 2.085712, -3.428203)  -0.0181
C (-0.773353, 0.217368, 2.753914)  -0.1251
N (-5.934850, 0.372091, -0.122226)  -0.3713
H (-1.912477, -1.741982, 0.585362)  0.1237
O (-0.756024, 1.684792, -2.889216)  -0.0080
H (7.647513, 1.141341, -0.526968)  0.0856
C (4.878367, 3.049449, -0.835122)  -0.0858
C (-0.947636, 2.057376, 1.264344)  0.0004
C (-1.783062, -0.192796, -0.903754)  -0.3286
C (6.223547, 2.736047, -0.760671)  -0.1097
C (6.598310, 1.412579, -0.578691)  -0.1191
C (-2.549349, 0.820360, -1.579960)  -0.1096
H (-0.200806, -0.609256, 3.159579)  0.1071
O (-0.553474, -0.371680, -1.091185)  -0.0860
C (-2.489656, -0.996272, 0.055699)  0.0123
O (1.987351, 3.458871, 0.369038)  -0.3039
H (-0.533429, 2.705801, 0.503683)  0.1111
H (-4.460559, 1.773240, -1.811431)  0.1238
C (-2.728838, 1.369640, 2.729846)  -0.1354
F (0.055117, -0.928197, -3.634555)  -0.4050
C (-3.095128, 3.272071, 1.240418)  -0.1963
C (-4.531847, 0.192254, -0.383983)  -0.1799
H (-2.584491, 2.490901, -2.946053)  0.1328
C (-1.920776, 1.710047, -2.528949)  -0.1657
S (2.246571, 2.728504, -0.850846)  0.4952
O (1.877596, 1.158765, -3.656248)  -0.3159
H (-3.741260, 1.490745, 3.102092)  0.1111
O (-6.560268, 1.186689, -0.788523)  0.0286
O (-6.455487, -0.306701, 0.756235)  0.0228
Ti (0.938624, 0.144016, -2.451368)  1.0501
O (2.215724, -0.626275, 1.105334)  -0.6746
As (3.195784, -1.002871, -0.180197)  1.0315
C (-2.242709, 2.231287, 1.746413)  -0.2208
O (2.142039, -0.891753, -1.719994)  -0.6362
N (-3.776180, 4.108562, 0.839293)  0.1400
C (5.619156, 0.439112, -0.467810)  -0.1730
O (2.277360, 3.540343, -2.059491)  -0.3299
H (0.799288, 0.767532, 1.412447)  0.0659
C (-3.900504, 0.995146, -1.308303)  0.0331

Atoms 1-6, force components in eV/Å:
H -0.008 -0.001 -0.001
C 0.027 0.005 0.002
H 0.001 0.001 0.000
C 0.020 0.008 -0.004
C 0.026 -0.012 0.008
H -0.008 -0.003 -0.001

[5]
Entry from the OMol25 dataset: a molecular structure, C19H13AuCl5F5N3Se (ωB97M-V/def2-TZVPD).

Properties
Total charge: +1
HOMO-LUMO gap: 0.236 Ha
Electronic energy: -6233.1247 Ha
HOMO energy: -11.91 eV
ΔE to the lowest compared entry with this formula, charge and spin: 0.000 eV

Last column: Löwdin charge in e.
Geometry (Å):
Cl (-6.624496, 2.441714, 1.604575)  0.7344
H (0.892438, 1.568192, 0.034115)  0.0566
C (-2.454592, 3.375208, 0.209978)  -0.7189
C (-5.039976, 2.798233, 1.069554)  -0.6989
Se (-2.386519, 0.601346, -1.749975)  0.9697
C (0.924917, -1.552047, -3.015812)  -0.0929
C (-1.105513, -0.721110, -2.277446)  -0.4497
H (2.335752, -3.080237, 1.018911)  0.1370
C (-0.118185, -1.925617, 1.514554)  -0.2150
C (0.302699, -2.685426, -3.426698)  -0.1289
N (2.475568, -0.993793, 1.129349)  -0.0197
Cl (-0.838621, 3.724877, -0.303338)  0.6911
C (-2.813817, 2.063426, 0.491920)  -0.5010
F (1.496398, -1.664876, -1.778977)  0.0589
C (-4.105500, 1.777543, 0.913540)  -0.7333
H (-1.092651, -1.884382, 1.998413)  0.1108
C (-0.027122, -0.407074, -3.031036)  -0.2463
F (0.147040, 0.710097, -3.693947)  0.1392
Cl (-4.530734, 0.145355, 1.271626)  0.6962
N (0.165053, -0.598995, 0.945498)  -0.1216
C (-3.372037, 4.410526, 0.359491)  -0.7006
C (3.868567, -0.594130, 0.904328)  -0.1237
C (-1.301771, -2.151920, -1.886451)  -0.2289
Au (-1.411584, 0.601328, 0.453847)  0.9494
Cl (-5.808499, 5.375278, 0.968195)  0.7414
C (2.285640, -2.292328, 1.776856)  -0.1298
C (0.958548, -2.332641, 2.498356)  -0.1464
H (4.427387, -1.501579, 0.675352)  0.1334
H (-0.185959, -2.667913, 0.713357)  0.1115
C (-4.669974, 4.115269, 0.785648)  -0.6888
H (5.001580, 0.768653, -0.300941)  0.1281
H (4.276497, -0.178142, 1.830433)  0.1384
F (-2.293604, -2.384494, -1.033409)  0.0878
F (-0.096786, -2.786799, -4.686555)  0.1580
H (2.968213, 2.220001, -0.820129)  0.1295
C (1.443025, -0.219226, 0.786269)  -0.3736
H (0.965996, -1.648313, 3.349559)  0.1283
C (3.979439, 0.400316, -0.231938)  -0.1449
H (0.772566, -3.337775, 2.874139)  0.1282
H (3.335964, 2.119792, 0.903023)  0.1293
H (3.118139, -2.438880, 2.464927)  0.1325
F (-0.791332, -4.451214, -2.045721)  0.1423
C (3.020073, 1.542049, 0.030044)  -0.1500
Cl (-2.916104, 6.025393, 0.025984)  0.7307
H (3.726022, -0.085170, -1.175476)  0.1176
N (1.688693, 0.987508, 0.242604)  0.0817
C (-0.590836, -3.188020, -2.386597)  -0.1489

Atoms 1-6, force components in eV/Å:
Cl 0.000 0.000 0.000
H -0.015 -0.002 0.009
C -0.005 -0.034 0.017
C -0.007 0.003 0.016
Se 0.079 -0.189 -0.256
C -0.370 0.017 0.044